# 1
{"formula": "C26H32BClInN2O4", "method": "ωB97M-V/def2-TZVPD", "charge": -1, "e_lumo_ev": [2.6764, 2.6766], "species": ["In", "Cl", "O", "O", "O", "O", "N", "N", "C", "C", "C", "C", "C", "C", "C", "C", "C", "C", "C", "C", "C", "C", "C", "C", "C", "C", "C", "C", "C", "C", "C", "C", "C", "C", "B", "H", "H", "H", "H", "H", "H", "H", "H", "H", "H", "H", "H", "H", "H", "H", "H", "H", "H", "H", "H", "H", "H", "H", "H", "H", "H", "H", "H", "H", "H", "H", "H"], "coordinates": [[0.2786, -0.0478, -0.4275], [2.2541, -0.0936, -1.6306], [-1.5149, 0.1078, 2.6588], [0.7548, -0.0286, 2.8545], [0.4029, -4.1760, -1.3173], [0.4965, 4.0632, -1.3657], [0.3964, 2.1594, -0.2112], [0.3299, -2.2521, -0.1961], [1.5303, -4.2228, -0.3388], [-2.0326, 0.2712, 5.0409], [0.7872, 0.1113, 5.3666], [1.2533, -3.0895, 0.6354], [1.6529, 4.0888, -0.4189], [-1.4612, 0.3181, 6.3172], [-1.2988, 1.1913, -2.7988], [-0.1030, 2.8926, -1.1919], [-1.3051, 2.5014, -2.0089], [0.6326, 3.4552, 1.8191], [-1.3082, -1.2539, -2.8098], [2.4856, -2.3028, 1.0379], [0.4795, -3.5116, 1.8659], [-1.1671, 0.1392, 3.9530], [-1.3343, -2.5750, -2.0362], [0.2062, 0.0609, 4.1204], [-1.6882, 2.4677, -4.9546], [-1.2003, -0.0347, -2.1452], [-1.7052, -2.5031, -4.9810], [1.3649, 2.9826, 0.5822], [-1.4906, 1.1928, -4.2022], [2.5798, 2.1643, 0.9736], [-0.1658, -2.9850, -1.1788], [-1.5532, -0.0193, -4.8723], [-0.0759, 0.2401, 6.4876], [-1.4985, -1.2381, -4.2140], [-0.3411, 0.0010, 1.8534], [-2.1533, 2.4441, -1.3010], [2.5702, 3.8811, -0.9910], [1.0915, -4.1352, 2.5208], [1.8569, 0.0592, 5.5046], [1.5846, -5.2287, 0.0803], [2.2142, -1.4901, 1.7179], [-1.5118, 3.3498, -2.6709], [-0.8868, -3.2143, -4.8770], [-1.5117, -3.4127, -2.7199], [-0.2525, 4.0290, 1.5293], [1.7489, 5.0994, -0.0200], [3.1884, -2.9627, 1.5604], [-1.8128, 2.2788, -6.0205], [-1.7558, -0.0127, -5.9466], [1.2808, 4.0679, 2.4489], [-2.5948, 2.9659, -4.6133], [2.9575, -1.8738, 0.1509], [0.3235, 0.2778, 7.4905], [-2.6124, -3.0007, -4.6410], [2.4702, -4.0554, -0.8876], [0.3191, 2.5783, 2.3877], [-3.0802, 0.3327, 4.8417], [2.2937, 1.3609, 1.6586], [3.0287, 1.7193, 0.0827], [-0.4202, -4.0583, 1.5693], [3.3062, 2.8053, 1.4871], [-2.1217, 0.4140, 7.1732], [-0.8673, 3.1739, -4.8380], [-1.8338, -2.3015, -6.0440], [-1.4364, -0.0216, 0.0514], [0.1875, -2.6132, 2.4122], [-2.2120, -2.5319, -1.3633]], "forces_ev_per_angstrom": [[-2.35, 0.05, 2.30], [2.23, -0.05, -1.52], [0.12, -0.10, -1.02], [-0.28, 0.00, 1.10], [0.78, -1.14, 0.27], [0.86, 1.11, 0.25], [-1.11, 2.26, -1.62], [-1.15, -2.25, -1.61], [0.01, -0.16, -0.86], [1.10, -0.14, -0.57], [-0.48, 0.06, 0.92], [-0.53, 0.64, -0.71], [-0.03, 0.15, -0.88], [0.10, -0.06, -0.26], [-0.28, -0.69, -1.12], [0.97, -2.35, 2.24], [0.06, 0.74, -0.05], [-0.28, 0.14, 0.05], [-0.27, 0.70, -1.12], [0.33, -0.09, -0.09], [-0.29, -0.14, 0.03], [-0.75, 0.22, 1.25], [0.04, -0.75, -0.10], [0.12, 0.00, -1.01], [-0.09, 0.22, -0.40], [2.77, -0.02, -0.36], [-0.10, -0.22, -0.40], [-0.57, -0.63, -0.68], [-0.07, 0.35, 1.17], [0.32, 0.09, -0.10], [1.02, 2.40, 2.27], [-0.34, 0.02, -0.29], [-0.09, -0.07, -0.83], [-0.07, -0.39, 1.18], [1.99, 0.03, 0.83], [0.33, -0.11, 0.01], [-0.40, -0.10, -0.07], [0.02, -0.05, 0.01], [0.09, -0.01, -0.07], [-0.36, 0.08, 0.06], [-0.02, -0.12, -0.14], [0.07, -0.19, 0.09], [0.11, -0.02, 0.05], [0.05, 0.18, 0.10], [0.02, 0.00, 0.15], [-0.34, -0.06, 0.07], [0.01, 0.03, -0.06], [0.05, -0.03, -0.07], [0.15, -0.01, 0.20], [0.01, 0.05, 0.01], [-0.11, 0.15, 0.02], [0.07, -0.06, 0.17], [0.17, 0.00, 0.02], [-0.11, -0.15, 0.01], [-0.41, 0.11, -0.08], [-0.06, 0.09, 0.04], [-0.54, 0.05, 0.15], [-0.03, 0.12, -0.13], [0.08, 0.05, 0.17], [0.02, 0.00, 0.15], [0.01, -0.03, -0.07], [0.16, 0.00, 0.02], [0.11, 0.02, 0.05], [0.05, 0.03, -0.07], [-3.17, 0.04, 0.95], [-0.06, -0.09, 0.02], [0.34, 0.09, 0.02]]}

# 2
{"formula": "C26H32BrHfN6O3", "method": "ωB97M-V/def2-TZVPD", "charge": -1, "e_lumo_ev": 2.5796, "species": ["Hf", "Br", "O", "O", "O", "N", "N", "N", "N", "N", "N", "C", "C", "C", "C", "C", "C", "C", "C", "C", "C", "C", "C", "C", "C", "C", "C", "C", "C", "C", "C", "C", "C", "C", "C", "C", "C", "H", "H", "H", "H", "H", "H", "H", "H", "H", "H", "H", "H", "H", "H", "H", "H", "H", "H", "H", "H", "H", "H", "H", "H", "H", "H", "H", "H", "H", "H", "H", "H"], "coordinates": [[1.2983, 0.8047, 0.2367], [3.7782, 0.0943, 1.1393], [0.0077, 4.4620, 2.4503], [2.4985, 2.1693, -0.7461], [2.0888, 3.9763, -2.0220], [1.7243, 1.3915, 3.0173], [1.8615, -1.0386, -1.0063], [-1.0826, 0.9023, 0.3011], [0.3143, 1.0332, -1.8725], [0.8031, 2.7807, 1.0880], [0.7394, -1.1634, 1.3573], [0.8666, 2.4850, 3.4597], [1.5214, -4.8162, 1.2093], [-2.9172, 1.0484, -3.7032], [1.4728, -3.3577, -1.4749], [1.8583, 3.2951, -1.0487], [1.3213, -3.4957, 1.5838], [1.4550, -4.7127, -1.2390], [2.5664, -0.8882, -2.2732], [0.1933, -1.2193, 2.7112], [-1.7520, 1.0077, 1.5907], [-3.0086, 1.9271, -0.7558], [-3.9454, 1.7498, -3.0862], [0.4988, 3.3467, 2.2642], [1.5334, -5.4113, -0.0384], [-1.1657, -1.9266, 2.7992], [-0.9871, 1.0658, -2.0233], [1.1402, 0.9972, -3.0840], [-3.9245, 2.1673, -1.7639], [1.5381, -2.2310, -0.5947], [0.7341, 3.6572, -0.0741], [1.6591, -0.3995, -3.3917], [-2.7454, -0.1332, 1.8181], [-1.6481, 0.7520, -3.2491], [-1.7447, 1.2741, -0.7644], [-2.1668, -1.5440, 1.7086], [1.1366, -2.3046, 0.8377], [1.4046, -5.3232, -2.1365], [-3.5473, -0.0222, 1.0819], [2.6152, 1.7454, 2.6885], [0.8266, -1.0975, -3.5348], [-0.0472, 2.0860, 3.9084], [-1.0291, 0.2098, -3.9508], [-2.9916, -2.2611, 1.7382], [3.0674, -1.8187, -2.5399], [1.6067, -6.4906, -0.0842], [1.3052, -3.3461, 2.6539], [1.9385, 0.7295, 3.7525], [-3.2058, 0.0033, 2.8044], [0.8991, -1.6900, 3.4051], [-3.3054, 2.3146, 0.2085], [-1.0170, -3.0082, 2.7727], [0.5821, 1.4066, -3.9255], [-4.7922, 2.7358, -1.4412], [3.3481, -0.1416, -2.1086], [0.8106, 4.7061, 0.2092], [-1.6977, -1.6577, 0.7279], [-3.1232, 0.6998, -4.7112], [2.2297, -0.3672, -4.3256], [1.6489, -5.4946, 2.0485], [1.3165, 3.1523, 4.1980], [-0.9920, 1.0191, 2.3619], [1.9896, 1.6584, -2.9179], [-1.5892, -1.6963, 3.7850], [0.1000, -0.2074, 3.0739], [1.4329, -3.0822, -2.5206], [-2.2651, 1.9637, 1.7120], [-0.2106, 3.5601, -0.6238], [-4.8298, 1.9684, -3.6705]], "forces_ev_per_angstrom": [[-0.71, -0.52, 0.76], [0.48, -0.09, 0.13], [-0.01, 0.02, 0.01], [-0.17, 0.76, -0.44], [0.13, 0.06, -0.13], [-0.20, 0.12, -0.11], [0.05, -0.01, -0.08], [0.33, 0.21, 0.16], [-0.11, 0.13, 0.03], [-0.02, 0.65, -0.28], [0.03, -0.12, 0.16], [0.07, -0.12, 0.04], [-0.01, 0.04, 0.05], [-0.04, -0.01, 0.04], [0.05, 0.04, 0.09], [0.14, -0.38, 0.25], [-0.09, 0.01, -0.07], [-0.01, 0.01, -0.04], [-0.05, 0.10, 0.08], [0.05, -0.03, -0.06], [0.04, -0.08, -0.02], [0.01, -0.06, -0.07], [0.13, -0.06, -0.01], [-0.02, -0.09, -0.26], [0.00, 0.08, 0.01], [-0.01, 0.01, 0.06], [-0.16, -0.26, -0.11], [-0.05, 0.01, 0.14], [0.02, 0.02, 0.09], [-0.07, -0.23, 0.05], [0.07, 0.07, 0.12], [-0.03, -0.04, -0.07], [-0.07, 0.03, 0.05], [0.09, 0.12, 0.10], [-0.06, -0.09, -0.26], [0.04, 0.07, -0.02], [0.09, -0.26, -0.28], [0.00, 0.00, 0.00], [-0.01, -0.05, 0.02], [0.05, 0.00, 0.00], [0.01, 0.01, 0.00], [0.00, 0.00, 0.02], [-0.02, 0.02, -0.04], [-0.04, 0.03, 0.01], [0.02, -0.06, -0.04], [0.00, 0.01, 0.00], [0.00, -0.03, 0.01], [-0.03, -0.08, -0.03], [0.02, -0.01, -0.01], [0.02, -0.03, 0.01], [-0.01, -0.01, 0.01], [0.00, 0.00, -0.05], [-0.01, 0.02, -0.05], [-0.01, -0.01, 0.00], [0.02, 0.04, 0.03], [0.06, 0.05, 0.03], [0.02, -0.03, 0.02], [0.00, 0.01, -0.01], [-0.01, 0.01, 0.01], [-0.01, 0.00, 0.01], [0.06, 0.00, 0.05], [0.01, -0.07, -0.01], [0.03, -0.02, 0.00], [-0.02, -0.03, -0.03], [-0.06, 0.04, -0.01], [0.00, -0.01, -0.01], [-0.01, 0.09, -0.04], [-0.01, -0.01, -0.01], [-0.01, 0.00, 0.00]]}

# 3
{"formula": "C26H32BrLaO4", "method": "ωB97M-V/def2-TZVPD", "e_lumo_ev": -0.7188, "species": ["La", "Br", "O", "O", "O", "O", "C", "C", "C", "C", "C", "C", "C", "C", "C", "C", "C", "C", "C", "C", "C", "C", "C", "C", "C", "C", "C", "C", "C", "C", "C", "C", "H", "H", "H", "H", "H", "H", "H", "H", "H", "H", "H", "H", "H", "H", "H", "H", "H", "H", "H", "H", "H", "H", "H", "H", "H", "H", "H", "H", "H", "H", "H", "H"], "coordinates": [[-0.2906, 0.4639, 1.4310], [3.5633, -3.6586, 1.1327], [-0.9658, 1.4368, -3.4373], [-1.4231, 2.4032, 1.5331], [2.9790, -0.8868, 3.3956], [0.8853, -1.1166, 2.5263], [-2.9093, 4.3019, 1.0051], [0.1786, -2.8458, 0.4867], [1.9816, -4.6259, 5.3229], [2.3922, -5.4030, 3.0883], [2.3202, 0.0797, -0.5690], [0.7809, 0.6027, -4.9313], [2.5935, -4.0594, 2.6943], [1.9914, -1.5848, 3.1185], [2.0955, -3.0261, 3.5004], [1.7355, 1.3286, -0.8168], [-1.7992, 3.4209, 0.4606], [-2.2656, 0.8455, -3.7443], [-2.3463, 2.6401, 2.7566], [1.7086, 2.0522, 0.4185], [0.5435, -2.1684, -0.6947], [-1.8782, 0.6299, -5.2045], [2.2974, 1.2148, 1.4305], [-1.7161, -1.9612, -0.4407], [2.1750, -5.6960, 4.4384], [-3.2881, 3.7964, 2.4022], [-1.2210, -2.7211, 0.6592], [2.6635, -0.0022, 0.7922], [-0.6088, -1.5919, -1.2658], [-0.5098, 2.9344, -5.1613], [1.8510, -3.3236, 4.8350], [-0.5466, 1.4310, -4.8362], [1.4870, 1.6808, -1.8350], [1.4990, 0.8443, -5.7490], [1.8484, -4.8049, 6.3892], [-0.8973, 3.9993, 0.2877], [1.5695, -2.5068, 5.4896], [-2.5511, 5.3417, 1.0392], [-0.6307, -1.0471, -2.2063], [-2.7727, -1.8105, -0.6772], [-1.6747, 2.8935, 3.5878], [-1.3073, 3.4380, -4.5298], [1.4131, 0.8194, -4.0435], [2.5968, -0.6776, -1.3022], [-3.0873, 1.5401, -3.6245], [1.5259, -2.2366, -1.1307], [-1.7954, -3.2283, 1.4301], [2.4059, -6.2124, 2.3746], [1.4347, 3.1177, 0.5575], [0.4184, 3.3882, -4.8096], [2.1709, -6.7136, 4.8140], [3.2657, -0.8221, 1.1780], [-2.1346, 2.8137, -0.3932], [-3.2278, 4.5952, 3.1408], [-1.8424, -0.4872, -5.3560], [-3.7358, 4.2668, 0.2936], [0.8709, -3.4864, 1.0286], [-2.3607, -0.0307, -3.0812], [-2.6978, 1.0518, -5.8420], [2.5263, 1.5116, 2.4584], [-0.7188, 3.2282, -6.1994], [-4.3064, 3.4301, 2.4288], [0.6162, -0.5077, -4.9450], [-2.8758, 1.7008, 2.9004]], "forces_ev_per_angstrom": [[3.20, -4.97, -3.07], [-0.16, -0.14, -0.30], [-0.47, -0.52, 0.28], [-3.30, 3.78, 0.99], [-1.59, -0.83, -0.02], [1.51, -1.38, 2.87], [0.20, 0.36, -0.28], [-0.27, -0.34, -0.93], [-0.26, 0.05, -0.04], [0.46, 0.49, 0.48], [0.61, 0.31, 0.51], [0.59, 0.10, 0.01], [-1.08, -0.47, 0.56], [0.57, 2.25, -0.52], [0.28, -0.69, -0.06], [-0.40, 0.56, -0.28], [0.32, -1.09, 0.71], [1.36, -0.15, 0.80], [1.24, 0.32, -1.21], [-0.01, 0.61, 0.00], [-0.51, -0.77, 0.46], [-1.09, -0.69, 0.25], [-0.02, 0.45, -0.44], [-0.28, 0.71, 0.38], [-0.19, 1.06, -0.09], [0.02, -0.30, 0.10], [0.36, 0.17, -0.04], [0.49, 0.42, -0.75], [-0.09, 0.18, 0.31], [-0.95, 0.46, 0.12], [-0.24, -0.67, 0.20], [-0.22, -0.65, 0.23], [-0.18, -0.06, 0.94], [-1.00, 0.01, 0.04], [0.04, -0.02, -0.24], [0.10, -0.33, -0.36], [0.03, -0.11, 0.08], [-0.21, -0.36, 0.07], [-0.10, -0.08, 0.20], [0.33, 0.05, 0.08], [-0.24, -0.28, -0.21], [0.73, -0.72, -0.80], [-0.69, -0.08, -0.18], [-0.31, 0.50, 0.23], [-0.21, 0.28, 0.32], [-0.13, 0.13, 0.04], [-0.03, 0.18, -0.18], [0.58, 0.05, -0.19], [0.25, -0.77, -0.18], [0.15, -0.18, -0.21], [-0.12, 0.06, -0.23], [-0.52, 0.46, 0.11], [0.47, 0.37, 0.14], [0.13, -0.10, -0.02], [0.65, 1.29, -0.44], [-0.12, 0.07, 0.30], [-0.53, 0.41, 0.09], [-0.44, 0.21, -0.47], [1.29, -0.14, -0.03], [-0.04, -0.22, -0.41], [0.37, -0.32, 0.13], [-0.22, -0.02, -0.09], [-0.11, 1.09, 0.04], [0.01, -0.02, 0.22]]}

ΔE to the lowest compared entry with this formula, charge and spin / eV: 0.180 0.000 2.191